1.
The following is a quantum chemistry calculation of a structure of composition C17H30Cl3N7O3PdSSi, from the Open Molecules 2025 dataset.

The geometry in ORCA input format:
```
! wB97M-V def2-TZVPD RIJCOSX def2/J DEFGRID3
* xyz 0 3
Pd 0.405 1.382 1.849
N 0.668 0.977 4.239
C 0.898 -0.434 4.590
C 2.226 -0.905 4.006
C 2.209 -0.920 2.471
C 3.295 -0.080 1.799
N 2.887 1.340 1.761
H 1.411 1.559 4.610
H -0.199 1.320 4.639
H 0.081 -1.024 4.172
H 0.910 -0.577 5.674
H 2.446 -1.899 4.393
H 3.019 -0.242 4.372
H 1.261 -0.475 2.136
H 2.254 -1.946 2.105
H 3.421 -0.415 0.770
H 4.252 -0.212 2.310
H 3.400 1.848 1.052
H 3.078 1.793 2.648
O 2.378 -0.890 -7.989
S 1.143 -1.263 -7.328
O 1.307 -2.146 -6.193
O 0.035 -1.590 -8.199
C 0.627 0.356 -6.589
N 0.320 1.335 -7.440
C -0.007 2.502 -6.904
C -0.033 2.710 -5.529
C 0.294 1.625 -4.731
N 0.623 0.451 -5.272
C 0.324 1.641 -3.254
C 0.732 0.483 -2.591
C 0.782 0.482 -1.216
N 0.457 1.546 -0.473
C 0.055 2.654 -1.100
C -0.026 2.743 -2.478
H -0.254 3.298 -7.599
H -0.293 3.680 -5.125
H 1.004 -0.389 -3.173
H 1.102 -0.402 -0.674
H -0.199 3.503 -0.478
H -0.364 3.669 -2.920
C -2.038 -3.880 2.315
C -2.338 -2.535 1.662
C -3.612 -1.935 2.257
C -2.486 -2.705 0.146
N -1.190 -1.669 2.017
N -1.252 -0.347 1.510
H -2.868 -4.570 2.169
H -1.873 -3.748 3.384
H -1.142 -4.331 1.881
H -4.439 -2.636 2.145
H -3.897 -1.010 1.752
H -3.473 -1.728 3.319
H -3.282 -3.413 -0.082
H -1.561 -3.082 -0.296
H -2.744 -1.762 -0.342
H -0.342 -2.093 1.655
H -2.013 0.131 1.977
H -1.449 -0.312 0.510
Cl -0.545 5.174 1.791
Si -0.987 3.206 2.306
Cl -2.777 2.797 1.278
Cl -1.621 3.359 4.305
*
```

The frontier orbital gap (alpha / beta) is 6.37 / 4.10 eV. The LUMO energy (alpha / beta) is -0.027 / -0.110 Ha. The calculation puts the HOMO energy (alpha / beta) at -0.261 / -0.261 Eh.

Atomic partial charges in e from the Mulliken method, atoms 1 to 6: 0.5757, -0.2837, -0.5800, -1.0335, 1.0626, -1.0473


2.
The following is a quantum chemistry calculation of the molecule C17H30FN3O6S, from the Open Molecules 2025 dataset.

The geometry in ORCA input format:
```
! wB97M-V def2-TZVPD RIJCOSX def2/J DEFGRID3
* xyz 0 1
C -2.239 -3.316 2.552
C -2.049 -2.457 1.305
C -2.967 -1.227 1.391
C -2.913 -0.449 0.100
O -3.322 -0.895 -0.961
N -2.346 0.774 0.159
C -1.692 1.592 1.178
C -1.287 2.563 0.049
F -1.846 3.808 0.218
C 0.242 2.671 -0.077
O 0.907 2.697 0.937
N 0.819 2.519 -1.315
C 2.285 2.433 -1.272
C 2.714 1.103 -0.662
S 4.458 0.845 -0.765
O 4.782 -0.364 -0.073
O 4.874 1.076 -2.107
O 5.031 2.063 0.089
C 0.234 3.079 -2.528
C -0.564 4.360 -2.288
N -1.705 4.467 -3.009
O -0.161 5.209 -1.527
C -2.073 1.674 -0.945
C -0.610 -1.983 1.068
C 0.500 -3.019 0.787
C 1.059 -3.628 2.077
C 1.646 -2.273 0.092
C 0.001 -4.125 -0.143
H -1.809 -2.831 3.432
H -3.302 -3.478 2.743
H -1.774 -4.295 2.448
H -2.378 -3.023 0.430
H -3.998 -1.553 1.539
H -2.679 -0.609 2.246
H -2.377 2.061 1.887
H -0.862 1.121 1.701
H 2.660 2.491 -2.291
H 2.695 3.263 -0.696
H 2.441 1.030 0.389
H 2.282 0.260 -1.205
H 5.226 1.756 0.987
H 1.048 3.363 -3.192
H -0.366 2.336 -3.061
H -2.039 3.727 -3.599
H -2.252 5.307 -2.921
H -1.509 1.201 -1.748
H -2.953 2.177 -1.351
H -0.633 -1.313 0.201
H -0.298 -1.368 1.924
H 0.318 -4.211 2.621
H 1.897 -4.288 1.844
H 1.429 -2.844 2.743
H 1.315 -1.874 -0.871
H 2.006 -1.444 0.708
H 2.495 -2.935 -0.091
H -0.430 -3.704 -1.055
H 0.829 -4.776 -0.430
H -0.760 -4.745 0.334
*
```

The frontier orbital gap is 10.03 eV. The LUMO energy is 0.013 Ha. Its SMILES is C[C@@H](CC(=O)N1CC(F)(C(=O)N(CCS(=O)(=O)O)CC(N)=O)C1)CC(C)(C)C. The calculation puts the HOMO energy at -0.356 Eh.

Atomic partial charges in e from the Mulliken method, atoms 1 to 6: -1.8165, 0.7028, -0.9093, 0.4088, -0.7038, 0.2153


Going through the records in order, we get energy values of -3471.02366 -1779.56688 hartree.